No. 1
A molecular structure, C7H23HgO7 at a distorted geometry, computed with ωB97M-V/def2-TZVPD.

2S+1: 1
Total charge: +1
Energy above the lowest of the compared OMol25 structures with the same formula, charge and spin in kcal per mole: 0.91
HOMO energy in eV: -12.30

Last column: Löwdin charge in e.
Atoms and positions in Å:
Hg 7.233 0.693 7.818  1.266
C 10.469 -1.195 5.903  0.013
C 9.284 -0.509 6.548  -0.708
O 9.054 0.717 6.340  -0.078
O 8.503 -1.185 7.277  -0.090
H 11.138 -0.445 5.485  0.083
H 10.083 -1.750 5.049  0.091
H 10.974 -1.803 6.644  0.086
C 7.063 -1.149 10.631  -0.087
O 7.791 -0.054 10.032  -0.205
H 7.751 -1.959 10.851  0.096
H 6.518 -0.795 11.509  0.086
H 6.291 -1.467 9.932  0.077
H 8.396 0.262 10.713  0.100
C 5.549 3.374 6.298  -0.120
O 6.244 2.154 6.113  -0.170
H 5.101 3.406 7.291  0.070
H 6.144 4.271 6.132  0.091
H 4.684 3.439 5.629  0.096
H 6.165 1.863 5.200  0.099
C 5.291 2.006 10.489  -0.110
O 5.387 1.502 9.163  -0.186
H 4.813 2.983 10.518  0.094
H 4.722 1.327 11.137  0.093
H 6.270 2.036 10.961  0.080
H 4.510 1.464 8.766  0.101
C 9.675 2.906 9.253  -0.114
O 8.359 2.673 8.773  -0.184
H 10.199 1.960 9.392  0.087
H 10.293 3.461 8.543  0.094
H 9.674 3.427 10.212  0.091
H 7.877 3.507 8.775  0.098
C 5.656 -1.337 5.755  -0.107
O 5.446 -0.721 7.033  -0.195
H 4.732 -1.617 5.257  0.093
H 6.256 -0.677 5.133  0.079
H 6.278 -2.227 5.884  0.090
H 4.798 -1.258 7.504  0.101

No. 2
A molecular structure, C13H26GdN2O2 at a distorted geometry, computed with ωB97M-V/def2-TZVPD.

Expectation value of S²: 16.782
2S+1: 8
Total charge: +3
HOMO energy (spin up / spin down) in eV: -17.69 / -17.70

Last column: Löwdin charge in e.
Atoms and positions in Å:
C -2.136 2.693 -4.007  0.013
C -0.662 3.102 -3.832  -0.135
O 0.213 2.017 -4.023  0.114
C 0.263 0.982 -3.086  -0.149
C 1.710 0.810 -2.630  -0.104
C 1.983 -0.211 -1.489  -0.141
C 1.142 -1.499 -1.398  -0.138
C 0.349 -1.771 -0.087  -0.124
C -0.277 -0.622 0.677  -0.196
C -1.751 -0.629 0.961  -0.437
O -2.584 -1.446 0.551  -0.211
N -2.059 0.410 1.821  0.116
C -0.811 0.637 2.614  -0.081
C 0.127 -0.499 2.166  -0.237
C -0.006 -1.800 2.956  -0.283
N 1.125 -1.995 3.826  -0.074
C 1.240 -0.947 4.850  -0.077
H -2.401 1.901 -3.316  0.077
H -2.338 2.370 -5.019  0.106
H -2.715 3.563 -3.726  0.110
H -0.411 3.858 -4.562  0.152
H -0.494 3.497 -2.828  0.162
H -0.072 0.090 -3.628  0.174
H -0.414 1.140 -2.249  0.131
H 2.350 0.550 -3.464  0.137
H 2.034 1.786 -2.285  0.131
H 2.032 0.312 -0.539  0.111
H 2.998 -0.523 -1.693  0.125
H 0.509 -1.640 -2.268  0.110
H 1.845 -2.320 -1.441  0.122
H 1.016 -2.305 0.581  0.122
H -0.459 -2.456 -0.363  0.090
H -0.099 0.387 0.307  0.159
H -2.201 1.237 1.240  0.173
H -0.381 1.592 2.339  0.142
H -0.972 0.608 3.683  0.128
H 1.158 -0.170 2.203  0.162
H -0.097 -2.665 2.278  0.056
H -0.959 -1.750 3.543  0.112
H 1.007 -2.870 4.330  0.126
H 1.629 -0.021 4.445  0.087
H 0.299 -0.739 5.369  0.092
H 1.952 -1.273 5.596  0.102
Gd -2.683 -3.390 1.596  1.943

No. 3
6 unconnected molecules or ions with the total composition C2H17NO5 at a distorted geometry, computed with ωB97M-V/def2-TZVPD.

2S+1: 1
Total charge: 0
Energy above the lowest of the compared OMol25 structures with the same formula, charge and spin in kcal per mole: 69.18
HOMO energy in eV: -8.75
SMILES: CNC.O.O.O.O.O

Last column: Löwdin charge in e.
Atoms and positions in Å:
C 2.645 -2.387 -0.670  -0.170
N 1.214 -2.169 -0.954  -0.175
C 0.812 -2.227 -2.420  -0.124
H 2.911 -2.199 0.431  0.096
H 2.946 -3.388 -0.772  0.043
H 3.226 -1.699 -1.299  0.068
H 1.105 -1.099 -0.725  0.065
H 1.542 -2.508 -3.069  0.022
H 0.438 -1.258 -2.799  0.062
H -0.082 -2.887 -2.637  0.084
O -4.149 1.033 0.000  -0.101
H -5.016 1.324 0.223  0.001
H -3.518 1.342 0.775  0.073
O 0.818 3.083 6.457  -0.022
H 0.764 3.249 5.566  -0.021
H 0.810 2.121 6.532  0.043
O 0.611 0.688 -0.516  -0.037
H 0.060 0.776 -1.236  -0.037
H 1.395 0.608 -1.084  0.081
O -1.375 1.185 1.475  -0.130
H -0.659 0.709 0.914  0.051
H -1.225 1.144 2.478  0.077
O -1.473 1.321 -2.466  -0.073
H -1.717 2.284 -2.402  0.083
H -2.084 0.956 -1.800  0.041

No. 4
A molecular structure, C8H10N2RuS at a distorted geometry, computed with ωB97M-V/def2-TZVPD.

Expectation value of S²: 8.773
2S+1: 6
Total charge: -1
Energy above the lowest of the compared OMol25 structures with the same formula, charge and spin in kcal per mole: 49.06
HOMO energy (spin up / spin down) in eV: -1.88 / -4.30

Last column: Löwdin charge in e.
Atoms and positions in Å:
C -0.525 0.946 -1.793  -0.231
C 0.896 1.003 -1.492  -0.249
C 1.060 1.754 -0.278  -0.254
C -0.237 2.174 0.168  -0.204
C -1.203 1.710 -0.772  -0.211
Ru -0.118 -0.363 0.049  1.122
N -1.675 -0.881 1.116  -0.225
C -0.054 -2.127 -0.215  -0.504
C 1.293 -1.560 -0.538  -0.379
H 2.008 1.985 0.185  0.078
H 1.686 0.590 -2.089  0.081
H -0.429 2.765 1.054  0.093
H -2.283 1.894 -0.736  0.090
H -0.964 0.477 -2.657  0.081
H 1.461 -1.692 -1.575  0.018
H -0.075 -2.841 0.616  0.061
H -2.296 -1.200 0.185  -0.007
H 1.952 -1.989 0.180  0.010
H -0.800 -2.421 -0.988  0.057
S 1.194 -0.059 2.163  0.550
C -0.019 -0.073 3.255  -0.949
N -0.872 -0.091 4.161  -0.028